[1]
Entry from the Open Molecules 2025 dataset: an isolated ion of composition C2H7N4 and charge +1 at a distorted geometry (ωB97M-V/def2-TZVPD).

Structure (XYZ):
```
13
Properties=species:S:1:pos:R:3:mulliken_charge:R:1
C -0.333 1.514 0.081 -0.35
C -1.372 0.239 0.354 -0.41
N 0.940 0.863 0.100 -0.56
N -0.538 -0.805 -0.186 -0.31
N 0.680 -0.489 -0.120 1.26
N 1.692 -1.196 -0.451 -0.73
H -0.485 2.032 -0.895 0.31
H -0.267 2.367 0.885 0.31
H -1.427 -0.003 1.412 0.31
H -2.316 0.196 -0.030 0.34
H -0.948 -1.704 0.038 0.31
H 2.653 -0.957 -0.211 0.29
H 1.719 -2.059 -0.975 0.24
```

LUMO (spin up / spin down) = -3.020 / -6.842 eV
Kohn-Sham gap (spin up / spin down) = 9.2 / 8.3 eV
E_HOMO (spin up / spin down) = -12.20 / -15.19 eV
⟨S²⟩ = 2.01
charge = +1
2S+1 = 3

***

[2]
Entry from the Open Molecules 2025 dataset: an isolated ion of composition C2H7N4O and charge +1 at a distorted geometry (ωB97M-V/def2-TZVPD).

Structure (XYZ):
```
14
Properties=species:S:1:pos:R:3:mulliken_charge:R:1
C -0.952 -1.455 -0.262 -0.89
N -1.027 -0.008 -0.007 0.37
N -2.163 0.778 -0.009 -0.14
O -3.177 0.197 0.153 -0.36
C 0.140 0.794 0.095 0.53
N 1.352 0.233 0.327 -0.32
N -0.022 2.106 -0.241 -0.35
H -0.213 -1.996 0.262 0.33
H -1.948 -1.956 0.090 0.32
H -0.739 -1.601 -1.404 0.34
H 1.433 -0.722 0.645 0.21
H 2.217 0.803 0.234 0.25
H 0.649 2.804 0.086 0.27
H -1.111 2.236 -0.368 0.43
```

LUMO = -4.735 eV
Kohn-Sham gap = 10.1 eV
E_HOMO = -14.80 eV
charge = +1

***

Computed values of calculated total energy (unit: Ha) for the preceding records, in sequence: -298.94696; -374.34150.